This record from the OMol25 dataset describes a structure of composition C37H45N3O2P2Sr. The level of theory is ωB97M-V/def2-TZVPD.

Output
net charge	0
Kohn-Sham gap	6.663	eV
relative energy (zero: lowest compared OMol25 entry of this formula, charge and spin)	1.394	eV
calculated total energy	-2465.14255	a.u.

```
90
Properties=species:S:1:pos:R:3:forces:R:3:lowdin_charge:R:1
Sr -0.257 -0.901 -0.590 0.14 -0.04 0.25 1.128
C -1.101 -0.089 3.838 0.02 -0.03 0.00 -0.036
C -0.063 -1.075 3.375 -0.02 0.00 0.02 -0.280
C 1.289 -0.744 3.365 -0.02 0.00 0.01 -0.046
C 2.246 -1.673 2.983 0.02 -0.01 0.01 -0.069
C 1.867 -2.954 2.605 -0.03 0.04 0.01 -0.115
C 0.520 -3.289 2.588 0.03 0.02 -0.03 -0.111
C -0.435 -2.353 2.963 -0.03 -0.02 -0.04 -0.065
H -1.501 -0.386 4.810 0.00 0.01 0.00 0.089
H -1.938 -0.037 3.140 0.00 0.00 0.00 0.078
H -0.679 0.910 3.944 0.00 0.00 0.00 0.069
H 1.593 0.260 3.633 0.01 0.00 0.00 0.110
H 3.291 -1.392 2.982 0.00 0.00 0.00 0.107
H 2.616 -3.685 2.329 0.01 0.00 0.00 0.087
H 0.211 -4.283 2.286 0.00 0.00 0.02 0.083
H -1.486 -2.622 2.946 0.00 0.01 0.02 0.113
C 2.152 -5.031 -0.407 -0.02 0.05 -0.01 -0.263
P 1.628 -3.409 -1.113 0.14 -0.19 -0.12 0.845
C 3.238 -2.974 -1.869 -0.07 0.05 0.08 -0.284
C 0.597 -3.952 -2.539 -0.09 -0.01 0.01 -0.391
C 1.144 -4.059 -3.816 0.01 -0.03 -0.03 -0.083
C 0.375 -4.441 -4.904 -0.03 0.00 0.03 -0.071
C -0.967 -4.734 -4.725 0.01 -0.01 -0.02 -0.079
C -1.533 -4.620 -3.465 0.02 -0.02 -0.01 -0.103
C -0.780 -4.222 -2.361 0.09 0.00 0.04 -0.403
P -1.599 -3.868 -0.748 -0.04 -0.08 -0.07 0.843
C -1.536 -5.449 0.194 -0.02 0.05 0.01 -0.274
C -3.385 -3.923 -1.165 0.05 0.12 0.05 -0.295
H 2.583 -5.663 -1.184 -0.01 0.00 -0.01 0.049
H 1.336 -5.568 0.067 -0.03 0.02 0.01 0.009
H 2.913 -4.835 0.349 0.01 -0.02 0.00 0.029
H 3.682 -3.808 -2.413 0.00 0.00 -0.02 0.043
H 3.904 -2.709 -1.045 0.00 0.02 -0.02 0.047
H 3.136 -2.103 -2.511 -0.01 0.01 -0.03 0.019
H 2.187 -3.825 -3.979 0.01 0.00 0.02 0.092
H 0.826 -4.505 -5.886 -0.01 0.00 0.00 0.106
H -1.581 -5.039 -5.563 0.02 0.00 0.00 0.105
H -2.588 -4.831 -3.357 0.00 0.01 0.02 0.087
H -1.856 -6.294 -0.416 0.01 0.01 -0.02 0.050
H -2.226 -5.339 1.034 0.00 -0.03 0.00 0.044
H -0.553 -5.653 0.605 0.02 0.01 -0.03 -0.005
H -3.705 -4.891 -1.550 0.00 -0.01 -0.02 0.041
H -3.629 -3.134 -1.876 -0.02 -0.03 -0.02 0.023
H -3.934 -3.722 -0.244 0.00 0.01 0.00 0.044
N -2.390 -0.654 -3.836 0.04 -0.03 -0.02 0.136
C -1.999 -1.021 -2.809 -0.08 0.03 -0.08 -0.060
H -2.576 -0.264 -4.735 -0.02 -0.01 0.01 0.095
C -0.316 2.117 -2.583 0.05 -0.02 0.06 -0.105
C 1.100 1.560 -2.415 0.01 -0.03 -0.10 -0.570
C 2.048 2.335 -3.337 -0.02 0.01 0.05 -0.101
C 1.123 0.038 -2.637 -0.09 -0.06 -0.01 -0.310
H -0.353 3.197 -2.417 -0.02 0.00 0.02 0.067
H -1.029 1.651 -1.894 -0.03 0.03 -0.01 0.041
H -0.672 1.919 -3.600 0.01 0.00 0.00 0.069
H 1.416 1.778 -1.383 -0.01 0.01 0.00 0.095
H 1.759 2.183 -4.382 0.01 0.00 0.00 0.073
H 3.074 1.979 -3.222 0.00 0.00 -0.01 0.068
H 2.033 3.412 -3.131 0.00 -0.01 -0.02 0.055
H 2.175 -0.281 -2.692 0.03 0.04 0.05 -0.020
H 0.723 -0.161 -3.647 0.00 0.00 0.00 0.000
O -2.172 0.551 0.315 -0.07 -0.06 -0.05 -0.118
C -1.374 1.334 0.860 0.03 0.26 0.10 -0.645
N -1.719 2.555 1.380 -0.01 -0.06 -0.03 0.162
C -0.508 3.297 1.707 -0.03 0.06 -0.06 -0.263
C 0.547 2.155 1.550 -0.01 0.07 0.14 -0.458
O 1.710 2.266 1.884 -0.03 0.02 -0.03 0.063
N -0.053 1.069 1.010 0.07 -0.12 -0.11 0.054
C -0.260 4.416 0.691 0.01 -0.02 0.02 -0.137
C -1.274 5.348 0.477 0.01 0.01 0.02 -0.031
C -1.117 6.369 -0.445 -0.02 0.00 0.01 -0.079
C 0.068 6.481 -1.161 0.01 -0.01 0.00 -0.090
C 1.087 5.569 -0.941 -0.01 0.01 -0.01 -0.077
C 0.927 4.540 -0.019 -0.02 -0.04 -0.03 -0.023
C -0.511 3.853 3.121 0.02 0.01 0.00 -0.148
C -1.598 3.686 3.968 0.02 -0.02 0.03 -0.043
C -1.575 4.212 5.256 -0.03 -0.02 -0.01 -0.086
C -0.462 4.899 5.708 0.04 0.02 -0.01 -0.096
C 0.632 5.063 4.865 -0.03 0.00 0.01 -0.073
C 0.607 4.550 3.580 -0.02 -0.02 -0.01 -0.016
H -2.539 3.005 1.006 0.02 0.03 -0.01 0.147
H -2.192 5.288 1.052 0.00 0.00 0.00 0.116
H -1.916 7.083 -0.600 0.00 0.00 0.00 0.101
H 0.195 7.277 -1.883 0.00 0.00 0.00 0.100
H 2.015 5.647 -1.493 0.00 0.00 0.00 0.103
H 1.729 3.833 0.143 0.01 0.01 0.00 0.110
H -2.460 3.129 3.626 -0.01 0.01 0.00 0.106
H -2.431 4.077 5.904 0.00 0.00 0.00 0.100
H -0.442 5.306 6.711 0.00 0.00 0.00 0.098
H 1.508 5.596 5.211 0.00 0.00 0.00 0.102
H 1.460 4.672 2.926 0.00 0.01 0.00 0.118
```
Positions in Å, forces in eV/Å.

---

This record from the OMol25 dataset describes a structure of composition C27H41HgNP2 at a distorted geometry. The level of theory is ωB97M-V/def2-TZVPD.

Output
net charge	0
Kohn-Sham gap (alpha / beta)	6.775 / 5.801	eV
relative energy (zero: lowest compared OMol25 entry of this formula, charge and spin)	1.140	eV
calculated total energy	-1943.91833	a.u.

```
72
Properties=species:S:1:pos:R:3:forces:R:3:lowdin_charge:R:1
P 0.868 -3.017 -1.102 -0.36 -0.44 1.60 0.879
P 0.019 1.730 -0.121 -0.32 -1.36 -0.59 0.847
C 1.154 -1.117 -1.648 -1.09 -0.14 -1.74 -0.455
C 1.197 0.363 -1.090 0.43 0.67 1.01 -0.379
H 0.432 -1.032 -2.435 -0.36 0.02 -0.05 -0.066
H 2.025 -1.218 -2.325 0.11 0.19 0.71 0.055
H 2.069 0.395 -0.403 -0.47 0.43 -0.30 0.051
H 1.358 1.044 -1.959 0.56 -1.13 0.59 0.020
C -1.346 2.522 -1.282 1.01 -0.49 0.18 -0.312
H -2.013 3.089 -0.615 0.44 0.06 -0.16 0.022
H -1.965 1.691 -1.681 0.25 0.78 0.43 -0.028
H -0.926 3.161 -2.106 -0.52 -0.60 0.71 0.048
C 1.366 3.005 -0.088 0.05 0.17 0.10 -0.315
H 1.219 3.835 -0.801 0.12 -0.37 0.26 0.039
H 2.369 2.545 -0.229 -0.70 0.32 0.02 0.039
H 1.309 3.394 0.944 0.27 0.11 -0.47 0.002
C -0.390 -4.285 -1.942 -0.11 1.01 -0.42 -0.292
H -0.603 -5.156 -1.304 0.69 0.45 0.25 0.035
H -0.040 -4.643 -2.928 -0.03 0.18 0.46 0.031
H -1.372 -3.832 -2.096 0.02 -0.08 0.21 -0.016
C 2.334 -3.737 -1.857 1.07 -0.10 -0.23 -0.359
H 3.009 -2.894 -1.991 0.38 -0.26 -0.19 0.026
H 2.174 -4.237 -2.819 0.13 0.05 0.31 0.023
H 2.818 -4.429 -1.164 -0.10 -0.07 -0.08 0.034
Hg -1.583 -1.065 -0.618 -0.37 -0.03 0.82 0.709
C 0.561 0.770 -4.038 -0.77 1.26 -0.23 -0.132
C -0.701 0.513 -3.666 0.26 2.09 -1.26 -0.166
C -1.760 -0.036 -4.556 -0.43 -0.77 0.23 -0.174
C -1.426 -1.454 -4.996 -0.48 0.99 -0.80 -0.183
C -0.501 -2.168 -4.118 0.94 -1.29 -0.90 -0.159
C 0.815 -2.226 -4.340 -0.03 -1.22 -0.43 -0.138
C 1.668 -1.292 -5.135 0.51 -0.25 -0.50 -0.177
C 1.255 0.174 -5.199 0.61 0.56 -0.82 -0.189
C -0.298 -1.436 1.542 0.23 -1.62 2.07 -0.224
H 1.033 1.720 -3.712 -0.10 -1.04 0.68 0.119
H -1.121 1.102 -2.881 0.41 0.01 0.09 0.007
H -1.917 0.591 -5.454 0.19 -0.02 0.47 0.126
H -2.703 -0.039 -4.006 -0.05 0.05 0.02 0.101
H -2.345 -2.022 -5.110 -0.02 -0.18 -0.16 0.118
H -0.946 -1.365 -5.964 -0.09 -0.22 -0.38 0.107
H -0.950 -2.867 -3.444 0.05 -0.04 -0.12 0.035
H 1.383 -3.113 -4.011 -0.46 0.88 0.45 0.079
H 1.792 -1.624 -6.182 -0.17 -0.14 0.28 0.122
H 2.698 -1.340 -4.748 -0.31 -0.10 0.16 0.110
H 2.185 0.754 -5.353 -0.47 -0.24 -0.18 0.117
H 0.644 0.321 -6.093 -0.11 0.08 -0.11 0.112
H 0.342 -0.747 2.086 -0.08 0.97 -0.68 -0.036
H 0.336 -2.273 1.202 -0.64 0.50 -0.21 -0.111
H -0.971 -1.812 2.363 -0.06 0.32 -1.21 -0.021
C 0.256 5.144 4.364 0.01 -0.32 0.04 -0.084
C -0.162 4.587 3.144 0.08 0.06 0.10 -0.100
C -0.565 3.259 3.062 -0.27 -0.10 0.33 -0.036
C -0.603 2.427 4.230 0.53 0.18 0.41 -0.259
C -0.093 2.997 5.438 -0.10 -0.03 -0.32 -0.025
C 0.320 4.317 5.498 -0.08 0.21 -0.31 -0.089
N -1.161 1.186 4.147 -0.48 0.20 -0.89 0.159
C -1.121 0.185 5.063 0.25 -0.82 0.56 -0.283
C -0.048 -0.035 5.972 -0.27 0.54 -0.02 -0.041
C -0.125 -0.996 6.962 0.07 -0.23 0.04 -0.090
C -1.221 -1.863 7.039 0.38 0.31 -0.01 -0.089
C -2.222 -1.761 6.076 -0.05 -0.03 -0.04 -0.098
C -2.174 -0.796 5.085 0.41 0.86 -0.20 -0.017
H 0.534 6.203 4.430 -0.08 -0.51 -0.05 0.104
H -0.170 5.223 2.248 -0.04 -0.36 0.35 0.105
H -0.871 2.830 2.105 -0.02 0.04 0.45 0.043
H -0.051 2.381 6.327 -0.16 0.22 -0.01 0.093
H 0.683 4.717 6.440 -0.08 -0.02 -0.12 0.102
H 0.826 0.611 5.895 -0.14 -0.28 0.07 0.105
H 0.686 -1.066 7.685 -0.15 -0.11 -0.18 0.104
H -1.262 -2.615 7.826 -0.07 0.18 -0.22 0.102
H -3.055 -2.451 6.116 -0.01 0.01 -0.11 0.101
H -2.953 -0.726 4.324 0.19 0.05 0.26 0.111
```
Positions in Å, forces in eV/Å.

---

What is the formula in the first record?
C37H45N3O2P2Sr

---

Which formula does entry 1 have?
C37H45N3O2P2Sr

---

The lowest calculated total energy belongs to which entry?
C37H45N3O2P2Sr